No. 1
The following is a DFT calculation (ωB97M-V with the def2-TZVPD basis set) of a gas-phase ion, C8H12N3O (charge +1) in a non-equilibrium geometry.

The value obtained for the gap between HOMO and LUMO is 0.3234 hartree. As for the SMILES: Cc1occc1[C@]1([NH3+])CCN=N1. As for the energy relative to the best compared isomer or geometry (same formula, charge and spin): 79.8 kcal/mol. The total charge is +1.

Structure (XYZ):
```
24
C8H12N3O, DFT ωB97M-V with the def2-TZVPD basis set
C 1.657 1.201 1.787
C 1.814 0.321 0.535
O 3.002 -0.058 0.000
C 2.778 -0.939 -0.987
C 1.454 -1.042 -1.188
C 0.831 -0.246 -0.211
C -0.658 -0.246 0.001
N -1.084 -1.489 0.791
C -1.543 0.044 -1.280
C -2.411 1.197 -0.833
N -1.945 1.632 0.433
N -1.157 0.876 0.939
H 2.457 0.763 2.529
H 1.840 2.330 1.483
H 0.680 1.158 2.142
H 3.713 -1.504 -1.445
H 1.073 -1.598 -1.947
H -2.108 -1.619 0.599
H -0.810 -1.170 1.768
H -0.490 -2.303 0.483
H -2.270 -0.820 -1.466
H -0.971 0.308 -2.056
H -2.329 2.078 -1.566
H -3.522 1.123 -0.512
```


No. 2
The following is a DFT calculation (ωB97M-V with the def2-TZVPD basis set) of 2 unconnected molecules or ions with the total composition C8H12N3O in a non-equilibrium geometry.

The value obtained for the gap between HOMO and LUMO (alpha / beta) is 0.2762 / 0.2761 hartree. As for the energy relative to the best compared isomer or geometry (same formula, charge and spin): 167.6 kcal/mol. The total charge is +1.

Structure (XYZ):
```
24
C8H12N3O, DFT ωB97M-V with the def2-TZVPD basis set
C -0.626 -3.808 -0.421
C 0.265 -2.529 -1.798
C 1.318 1.340 -0.872
C -0.806 0.795 2.027
C 0.645 0.300 -1.398
C -1.325 0.282 0.932
C 1.970 2.470 -1.560
C -1.631 1.366 3.114
N -0.747 -2.653 0.181
N -0.129 -1.808 -0.747
N 0.128 -0.584 -0.458
O -0.021 -3.804 -1.619
H -0.931 -4.814 -0.031
H 0.798 -2.229 -2.759
H 1.504 1.294 0.185
H 0.237 0.979 2.074
H 0.303 0.441 -2.417
H -2.063 0.286 0.218
H 1.913 2.323 -2.570
H 1.660 3.444 -1.197
H 3.120 2.436 -1.437
H -1.740 2.461 3.303
H -2.638 0.931 3.135
H -1.202 1.083 4.115
```